--- 1 ---
Entry from the Open Molecules 2025 dataset: the molecule C7H13N2P (ωB97M-V/def2-TZVPD).

## Properties
Total charge   0
LUMO energy   0.75 eV
HOMO-LUMO gap   8.157 eV
HOMO   -0.272 hartree

Each line ends with the Mulliken charge.
Positions of all 23 atoms, in Å:
C: -0.7270 -0.6811 0.5137  -0.136
C: -1.4470 0.4823 0.4354  0.685
C: 1.1566 0.3538 0.1182  0.881
C: -2.9623 0.4254 0.6185  -1.185
C: 2.5786 0.0470 0.0418  -1.592
C: 1.1775 2.7532 0.1702  -1.002
C: -0.5516 -2.9248 -1.3212  -0.952
N: -0.8010 1.6313 0.2458  -1.118
N: 0.5640 1.4901 0.1716  0.539
P: -0.8917 -2.4152 0.5504  -0.116
H: -3.2129 1.5334 0.5643  0.350
H: -3.4343 -0.0381 -0.1428  0.350
H: -3.2783 0.0822 1.5778  0.320
H: 2.9038 0.3400 -0.9667  0.362
H: 3.2321 0.5563 0.7326  0.375
H: 2.8151 -0.9479 0.0976  0.325
H: 1.1610 3.2279 1.1093  0.305
H: 2.1426 2.5780 -0.1312  0.425
H: 0.6907 3.4409 -0.5520  0.293
H: -1.0417 -2.2105 -2.0416  0.250
H: -1.0725 -3.8662 -1.3453  0.351
H: 0.5193 -2.8814 -1.4616  0.288
H: 0.4791 -2.9767 1.0151  0.004

---

--- 2 ---
Entry from the Open Molecules 2025 dataset: the molecule C7H13N2P (ωB97M-V/def2-TZVPD).

## Properties
Total charge   0
LUMO energy (spin up / spin down)   -0.16 / -0.16 eV
HOMO-LUMO gap (spin up / spin down)   8.188 / 8.187 eV
HOMO (spin up / spin down)   -0.307 / -0.307 hartree

Each line ends with the Mulliken charge.
Positions of all 23 atoms, in Å:
C: -0.8607 1.1956 -2.1014  -0.151
C: 1.4902 0.1116 -1.4003  0.529
C: -0.7764 0.6741 0.3134  1.246
C: 2.7414 -0.0863 -0.7007  -1.107
C: -0.1499 2.0159 0.9286  -1.455
C: -2.0339 0.1223 1.0846  -1.628
C: -0.1000 -1.6208 -0.0714  -0.903
N: -1.3134 1.1802 -0.9664  -0.492
N: 0.2465 -0.2773 0.2525  -0.315
P: 0.7879 0.6870 -2.7669  -0.286
H: -1.5026 1.6691 -2.8438  0.383
H: 2.5503 -0.4660 0.3308  0.293
H: 3.4009 0.7380 -0.8375  0.359
H: 3.2188 -0.9103 -1.1765  0.430
H: -0.3360 1.9544 2.0289  0.330
H: -0.6322 2.8866 0.5167  0.390
H: 0.9532 2.0174 0.6664  0.265
H: -1.5959 -0.3294 1.9727  0.396
H: -2.5251 -0.5049 0.3421  0.400
H: -2.7144 0.9602 1.3457  0.396
H: -0.9706 -1.5697 -0.8541  0.275
H: 0.8952 -1.9983 -0.4133  0.379
H: -0.4160 -2.1153 0.8995  0.267

---

The structure with the most favorable energy is 2; the runner-up is 0.0062 hartree above it.

---

--- 1 ---
Entry from the Open Molecules 2025 dataset: the molecule C4H7FN2O (ωB97M-V/def2-TZVPD).

## Properties
Total charge   0
LUMO energy   1.02 eV
HOMO-LUMO gap   10.603 eV
HOMO   -0.352 hartree

Each line ends with the Mulliken charge.
Positions of all 15 atoms, in Å:
C: -0.0272 0.3072 -0.6176  0.267
C: -0.3031 0.5537 2.0221  -0.644
C: 0.8056 -0.4330 1.7675  -0.639
C: -0.3206 -0.1945 0.7551  0.923
N: 0.1356 -0.0292 -2.9099  -0.742
N: -0.4062 -0.4048 -1.6922  0.020
O: 0.4319 1.4318 -0.6787  -0.672
F: -1.1573 -1.3297 0.7705  -0.389
H: -0.9657 0.2157 2.8575  0.244
H: -0.2116 1.6539 1.9195  0.248
H: 1.7375 0.0025 1.3294  0.244
H: 0.7728 -1.5002 2.1063  0.292
H: 0.7575 0.6066 -2.5682  0.306
H: -0.5911 0.4797 -3.4692  0.251
H: -0.6580 -1.3598 -1.5920  0.292

---

--- 2 ---
Entry from the Open Molecules 2025 dataset: the molecule C4H7FN2O (ωB97M-V/def2-TZVPD).

## Properties
Total charge   0
LUMO energy   0.88 eV
HOMO-LUMO gap   9.413 eV
HOMO   -0.313 hartree

Each line ends with the Mulliken charge.
Positions of all 15 atoms, in Å:
C: -1.6943 -1.8756 0.0947  -0.869
C: -0.3597 0.0730 -0.2151  0.249
C: 2.1933 0.3975 -0.0124  0.069
C: -1.4624 0.7185 0.0545  -0.123
H: -1.3675 -2.9211 0.4774  0.216
H: -2.2618 -2.0018 -0.8404  0.327
H: -2.0795 -1.4425 1.0654  0.416
H: 0.6225 1.8525 0.0255  0.332
H: 2.9107 1.1698 0.3470  0.301
H: 3.4255 -1.1379 0.4759  0.218
H: -2.5322 0.3466 0.2978  0.322
N: 0.9387 0.7847 -0.2642  -0.241
N: 2.3817 -0.8727 0.1559  -0.562
O: -0.3828 -1.3395 -0.2112  -0.312
F: -1.2177 2.1762 0.1189  -0.342

---

The structure with the most favorable energy is 1; the runner-up is 0.0664 hartree above it.

---

--- 1 ---
Entry from the Open Molecules 2025 dataset: a cluster of 6 separate species, C6H12Cl12 in total (ωB97M-V/def2-TZVPD).

## Properties
Total charge   0
LUMO energy   0.40 eV
HOMO-LUMO gap   11.219 eV
HOMO   -0.398 hartree

Each line ends with the Mulliken charge.
Positions of all 30 atoms, in Å:
C: 4.6089 0.6697 0.1318  0.218
Cl: 4.6985 1.3533 1.7502  -0.146
Cl: 6.0072 -0.3425 -0.1951  -0.172
H: 3.7134 0.0622 0.0192  -0.152
H: 4.5061 1.4200 -0.6488  0.255
C: -1.7488 1.3748 -4.7216  -0.325
Cl: -0.2891 2.0470 -5.4616  -0.156
Cl: -1.3855 0.0305 -3.6415  -0.077
H: -2.2991 2.1751 -4.2386  0.271
H: -2.3712 0.9976 -5.5282  0.289
C: -3.6755 0.7818 1.9050  -0.328
Cl: -2.8873 1.5795 0.5747  -0.121
Cl: -3.5073 -0.9884 1.8097  -0.129
H: -3.2997 1.1267 2.8656  0.245
H: -4.7369 1.0201 1.9251  0.349
C: 1.5477 0.6782 3.3538  0.129
Cl: 2.4752 -0.6814 4.0142  -0.141
Cl: -0.1909 0.4073 3.6643  -0.152
H: 1.8174 1.6198 3.8191  0.346
H: 1.7509 0.7627 2.2914  -0.181
C: 0.2621 0.3576 -0.2776  0.424
Cl: 1.3386 1.5992 -0.9771  -0.165
Cl: 1.1325 -1.1128 0.1374  -0.202
H: -0.2217 0.8176 0.5765  0.008
H: -0.5122 0.0968 -0.9923  -0.076
C: -1.2035 -3.5336 -0.3693  -0.164
Cl: -2.0027 -2.6556 -1.6810  -0.140
Cl: -2.1478 -4.9273 0.1366  -0.172
H: -0.2372 -3.8645 -0.7264  0.330
H: -1.1421 -2.8716 0.4845  0.137

---

--- 2 ---
Entry from the Open Molecules 2025 dataset: a cluster of 6 separate species, C6H12Cl12 in total (ωB97M-V/def2-TZVPD).

## Properties
Total charge   0
LUMO energy   0.29 eV
HOMO-LUMO gap   10.868 eV
HOMO   -0.389 hartree

Each line ends with the Mulliken charge.
Positions of all 30 atoms, in Å:
C: -2.4013 -1.9605 -1.1044  -0.069
Cl: -3.9420 -1.6319 -0.3575  -0.150
Cl: -1.4957 -3.1533 -0.1757  -0.126
H: -2.4792 -2.2852 -2.1421  0.336
H: -1.8304 -1.0355 -1.1849  0.037
C: 0.5675 0.1292 0.7703  0.006
Cl: 1.0535 -0.8449 -0.6294  -0.111
Cl: 0.9137 -0.8163 2.2103  -0.143
H: 1.2215 1.0010 0.7855  0.217
H: -0.4609 0.4904 0.7751  0.058
C: -3.9329 3.0909 0.6846  -0.371
Cl: -3.1259 3.9617 2.0079  -0.136
Cl: -2.8913 1.8607 -0.1221  -0.074
H: -4.8243 2.6103 1.0877  0.301
H: -4.2477 3.8018 -0.0794  0.296
C: 4.1816 -1.8995 0.4028  0.247
Cl: 5.7714 -2.3637 -0.2651  -0.172
Cl: 3.9588 -2.4200 2.1197  -0.158
H: 4.1671 -0.8104 0.4452  0.233
H: 3.3513 -2.3051 -0.1753  -0.163
C: 0.9806 -4.1832 -2.2363  0.179
Cl: 1.8699 -4.9334 -0.9042  -0.124
Cl: 2.1561 -3.4946 -3.4230  -0.172
H: 0.3502 -4.9071 -2.7527  0.354
H: 0.3687 -3.3417 -1.9116  -0.295
C: 0.0343 5.1303 1.2959  -0.291
Cl: 0.2050 3.6123 0.3415  -0.080
Cl: 1.5816 6.0034 1.5697  -0.169
H: -0.6278 5.7888 0.7337  0.327
H: -0.4733 4.9055 2.2339  0.215

---

--- 3 ---
Entry from the Open Molecules 2025 dataset: a cluster of 6 separate species, C6H12Cl12 in total (ωB97M-V/def2-TZVPD).

## Properties
Total charge   0
LUMO energy   0.28 eV
HOMO-LUMO gap   11.199 eV
HOMO   -0.401 hartree

Each line ends with the Mulliken charge.
Positions of all 30 atoms, in Å:
C: -14.5832 21.7626 -8.4843  -0.217
Cl: -12.8768 21.5998 -8.8549  -0.141
Cl: -14.7915 21.5072 -6.7344  -0.145
H: -14.8920 22.7702 -8.7628  0.252
H: -15.1367 21.0056 -9.0399  0.252
C: -1.7331 12.5865 -8.3208  -0.226
Cl: -2.4460 10.9369 -8.6077  -0.157
Cl: -0.4596 12.4761 -7.0971  -0.138
H: -1.2768 12.8771 -9.2671  0.243
H: -2.4339 13.3740 -8.0435  0.278
C: -7.3352 10.4738 -4.2291  -0.200
Cl: -6.3427 11.7791 -3.5714  -0.152
Cl: -8.4281 9.9392 -2.9740  -0.138
H: -7.9146 10.8840 -5.0563  0.239
H: -6.6267 9.6937 -4.5076  0.251
C: -9.4376 15.9613 -9.7574  -0.231
Cl: -8.3211 14.6792 -9.3200  -0.133
Cl: -9.7832 15.9329 -11.4848  -0.147
H: -10.3698 15.8442 -9.2047  0.253
H: -8.9940 16.9203 -9.4897  0.257
C: -11.6314 14.7447 -17.9663  -0.230
Cl: -13.0220 15.3929 -18.7911  -0.126
Cl: -10.7531 13.5577 -19.0274  -0.163
H: -10.8436 15.4556 -17.7170  0.255
H: -11.9298 14.2745 -17.0294  0.264
C: -15.5175 12.6997 -8.0768  -0.233
Cl: -14.0590 12.1930 -7.2295  -0.134
Cl: -15.5479 14.4720 -8.2387  -0.144
H: -15.5166 12.1924 -9.0416  0.265
H: -16.3996 12.4885 -7.4724  0.246

---

The structure with the most favorable energy is 1; the runner-up is 0.0142 hartree above it.

---

--- 1 ---
Entry from the Open Molecules 2025 dataset: a cluster of 3 separate species, C4H14O3 in total (ωB97M-V/def2-TZVPD).

## Properties
Total charge   0
LUMO energy   0.70 eV
HOMO-LUMO gap   10.687 eV
HOMO   -0.367 hartree

Each line ends with the Mulliken charge.
Positions of all 21 atoms, in Å:
C: -1.5745 0.7658 0.8081  -0.566
O: -2.2296 1.2300 -0.3814  -0.526
C: -0.0656 0.9956 0.6374  -0.464
C: 0.7515 -0.0892 1.3614  -0.487
C: 2.1081 -0.3136 0.6705  -1.000
H: -2.0301 1.2005 1.7035  0.319
H: -1.7785 -0.3054 0.9168  0.283
H: -3.1739 1.0910 -0.2564  0.289
H: 0.1321 1.9226 1.1793  0.238
H: 0.1556 1.1586 -0.4116  0.409
H: 0.2610 -1.0348 1.5929  0.424
H: 0.9906 0.2952 2.3566  0.253
H: 2.5628 -1.2760 0.9246  0.359
H: 2.8082 0.4982 0.8593  0.349
H: 1.9405 -0.4056 -0.4055  0.141
H: 2.1589 -0.9519 -3.0780  0.311
H: 3.0505 -0.0329 -2.2095  0.324
O: 2.2116 -0.0758 -2.6821  -0.664
H: -3.2364 -2.1810 -1.1375  0.315
H: -2.0744 -1.1960 -1.0407  0.316
O: -2.9684 -1.2951 -1.4076  -0.623

---

--- 2 ---
Entry from the Open Molecules 2025 dataset: a cluster of 4 separate species, C4H14O3 in total (ωB97M-V/def2-TZVPD).

## Properties
Total charge   0
LUMO energy   0.67 eV
HOMO-LUMO gap   8.207 eV
HOMO   -0.277 hartree

Each line ends with the Mulliken charge.
Positions of all 21 atoms, in Å:
C: 0.9222 -0.2885 -2.9134  -0.970
C: -0.1765 0.3303 -2.0846  -0.210
C: -0.0043 1.1094 -0.9645  -0.209
C: -0.6957 2.4692 -0.8765  -1.066
H: 1.6270 0.4752 -3.2385  0.269
H: 1.4382 -1.1253 -2.4188  0.282
H: 0.4576 -0.7268 -3.7979  0.319
H: -1.2002 0.2409 -2.4742  0.337
H: 0.1411 0.6314 0.0083  0.352
H: 0.1530 3.1131 -0.6401  0.267
H: -1.1669 2.6650 -1.8405  0.342
H: -1.4665 2.5207 -0.1125  0.308
H: 1.9495 -0.3131 0.9967  0.309
H: 1.4875 -0.9521 2.3099  0.302
O: 1.1793 -0.6856 1.4365  -0.639
H: 0.3929 0.1408 5.3156  0.314
H: -0.1230 0.9106 4.1676  0.316
O: 0.6926 0.4915 4.4664  -0.622
H: -1.6739 -4.4238 0.9096  0.317
H: -1.9020 -2.9900 0.5059  0.319
O: -2.0320 -3.5928 1.2450  -0.639

---

The structure with the most favorable energy is 1; the runner-up is 0.0821 hartree above it.

---

--- 1 ---
Entry from the Open Molecules 2025 dataset: a cluster of 4 separate species, C4H14O3 in total (ωB97M-V/def2-TZVPD).

## Properties
Total charge   0
LUMO energy   0.52 eV
HOMO-LUMO gap   10.139 eV
HOMO   -0.354 hartree

Each line ends with the Mulliken charge.
Positions of all 21 atoms, in Å:
C: -1.5596 -0.6787 1.3251  -1.348
C: -0.4016 0.2874 1.3261  1.334
C: 0.7079 -0.1665 1.9085  -1.591
C: -0.5682 1.7031 0.8781  -1.205
H: -2.2507 -0.4053 2.1254  0.295
H: -1.1932 -1.6937 1.3780  0.358
H: -2.2063 -0.7550 0.4505  0.371
H: 1.6096 0.3970 1.9973  0.546
H: 0.8363 -1.1521 2.3206  0.305
H: -0.4991 2.4366 1.6870  0.349
H: -1.5483 1.9128 0.4544  0.325
H: 0.2062 2.0422 0.1847  0.254
H: 2.1635 -0.5049 0.0886  0.368
H: 2.6301 0.8479 -0.3049  0.338
O: 2.7547 -0.0839 -0.5445  -0.694
H: 1.2376 0.3546 -1.9023  0.330
H: 0.6405 0.7114 -3.3777  0.264
O: 0.5847 0.1922 -2.5935  -0.587
H: -1.1950 -1.1537 -2.8680  0.313
H: -0.5511 -2.3335 -2.1285  0.296
O: -1.3979 -1.9578 -2.4050  -0.618

---

--- 2 ---
Entry from the Open Molecules 2025 dataset: a cluster of 4 separate species, C4H14O3 in total (ωB97M-V/def2-TZVPD).

## Properties
Total charge   0
LUMO energy   0.65 eV
HOMO-LUMO gap   8.926 eV
HOMO   -0.304 hartree

Each line ends with the Mulliken charge.
Positions of all 21 atoms, in Å:
C: 0.5947 2.6287 -0.4400  -1.208
C: 0.1059 3.9376 0.0963  0.651
C: 0.9569 4.7156 0.8222  -0.806
C: -1.2731 4.4698 -0.2201  -1.120
H: 0.6531 2.6424 -1.5397  0.288
H: 1.5383 2.3276 0.0047  0.362
H: -0.0857 1.7873 -0.2750  0.319
H: 0.5371 5.1873 1.7020  0.266
H: 1.9763 4.7755 0.4644  0.298
H: -1.1521 5.4961 -0.5760  0.316
H: -1.7281 3.9983 -1.0913  0.323
H: -1.9002 4.6097 0.6613  0.312
H: 0.8789 -4.3132 4.3417  0.302
H: -0.6112 -4.4501 4.3090  0.302
O: 0.1670 -4.7958 4.7606  -0.619
H: 0.9503 -6.5568 1.5237  0.306
H: 0.2611 -5.2360 1.6958  0.304
O: 0.3729 -6.0654 2.1152  -0.596
H: -1.3187 -1.0773 -6.4590  0.320
H: -0.7898 -2.5520 -6.5348  0.320
O: -0.7055 -1.6688 -6.8955  -0.640

---

The structure with the most favorable energy is 1; the runner-up is 0.0536 hartree above it.